Record 1
The following is a quantum chemistry calculation of C39H58ClN4O3ReS as an isolated structure in a non-equilibrium geometry, from the OMol25 dataset.

The geometry in XYZ format:
```
107
Properties=species:S:1:pos:R:3:forces:R:3
Re -0.93299 -0.44840 -1.16951 0.241 -1.156 1.180
Cl 4.72964 0.19852 -0.90916 -0.036 -0.040 -0.023
S -3.35843 1.85353 -1.60392 -0.162 0.367 -0.291
O -0.27639 -2.26920 -0.91615 0.671 -0.448 0.399
O -0.10834 1.22936 -0.60616 0.029 0.410 0.477
O -4.40405 1.83060 -0.59862 -0.129 -0.077 0.186
N -2.39376 0.73441 -1.61378 -0.240 0.564 -0.285
N 1.01158 -0.26714 -2.09635 -0.219 0.202 -0.652
N -1.42323 -0.65314 1.16087 -0.296 0.046 -0.112
N -2.99517 -1.90679 -0.97942 0.103 0.062 -0.406
C 2.11862 -0.20460 -1.35193 -0.015 -0.037 -0.057
C -2.75909 5.25866 3.60431 0.016 0.006 0.017
C 1.42148 3.74414 -1.29996 0.044 -0.050 -0.031
C 5.30647 -2.37044 2.06850 0.021 0.021 -0.010
C -1.71460 4.36960 0.30404 -0.026 -0.096 -0.043
C -2.74401 -3.29091 -1.44242 -0.081 -0.054 0.136
C -0.06531 3.97165 -1.61435 -0.025 0.032 -0.013
C 0.86614 -5.09783 -1.78006 -0.070 -0.011 0.027
C -3.42338 -1.93622 0.44735 -0.055 0.088 -0.025
C -2.38690 4.01728 1.46984 0.012 0.026 0.017
C -4.70121 4.31014 2.33912 -0.035 -0.010 -0.007
C -3.32344 4.97192 2.20783 0.013 -0.025 -0.055
C -4.13590 -1.41932 -1.79115 -0.094 0.014 0.049
C 3.41387 0.42916 -3.26487 0.075 0.035 -0.052
C -0.88863 3.49586 -0.41423 -0.066 0.232 0.047
C 1.96817 -4.02926 -1.80519 0.030 -0.024 0.085
C 1.76626 -3.14386 -3.03157 -0.051 0.071 -0.124
C 1.07450 0.01409 -3.40419 0.098 -0.014 -0.040
C 1.89979 -3.25951 -0.47869 0.346 -0.175 0.099
C 2.93418 -3.34740 0.45281 -0.044 0.004 -0.020
C -1.34162 1.85169 1.31032 -0.051 -0.008 0.070
C -0.78571 2.20233 0.08905 0.277 -0.176 -0.310
C -2.15050 2.74587 1.98587 0.060 0.014 -0.017
C 0.76258 -2.57203 -0.04976 -0.729 0.218 -0.555
C -0.25999 5.46659 -1.87513 0.023 0.030 -0.020
C 3.31031 -4.74677 -1.98250 -0.016 0.009 0.009
C 2.87098 -2.85093 1.75641 -0.022 -0.015 -0.087
C -2.89827 -0.76295 1.25782 0.044 0.017 0.030
C -3.49311 6.29923 1.47024 -0.003 0.016 -0.001
C -0.76517 -1.82870 1.78018 0.026 -0.041 0.017
C 3.33517 0.13148 -1.91686 0.050 -0.005 0.128
C 1.66675 -2.29760 2.16186 -0.027 0.022 -0.070
C 4.06629 -3.02318 2.68961 -0.039 0.011 -0.012
C 2.25698 0.36888 -4.02092 -0.072 -0.059 0.015
C -0.43344 3.23588 -2.90832 -0.001 0.022 -0.052
C 3.81802 -2.38215 4.05389 0.015 -0.002 0.035
C 4.32407 -4.52217 2.89343 0.031 -0.014 0.003
C 0.60561 -2.17461 1.27016 0.130 0.042 0.317
C -0.92517 0.54059 1.88650 -0.042 -0.059 0.095
H 1.65556 2.68336 -1.20170 -0.023 0.019 0.001
H 0.81106 -2.62403 -3.00339 0.044 -0.096 -0.006
H 3.59798 -1.31669 3.96730 0.008 0.028 -0.015
H -1.92752 -3.73616 -0.88915 0.011 -0.003 0.041
H 0.16542 0.46658 1.85956 -0.009 0.022 0.031
H -3.90660 6.15934 0.47054 -0.018 -0.028 -0.031
H 5.53360 -2.77646 1.08255 -0.005 -0.020 -0.017
H -1.44119 3.49496 -3.23766 -0.036 -0.006 0.026
H -4.65645 3.40576 2.94668 0.007 -0.031 0.007
H 2.99719 -2.86191 4.58917 -0.018 -0.025 -0.004
H -2.55076 6.84118 1.38057 0.038 0.011 0.011
H -1.39877 -2.69949 1.63687 0.001 -0.012 -0.072
H 1.78279 -3.76797 -3.92650 0.024 -0.005 -0.034
H -2.69084 4.35158 4.20541 0.008 -0.024 0.011
H 0.94406 -5.73237 -2.66365 -0.005 -0.023 -0.033
H -3.40685 5.95850 4.13303 -0.029 0.017 0.023
H -1.29399 5.70921 -2.12378 -0.023 -0.010 -0.017
H 4.71141 -2.48594 4.66925 0.021 -0.002 0.020
H 3.48612 -5.49615 -1.21035 -0.014 -0.003 0.036
H 0.04169 6.07672 -1.02330 0.017 -0.005 0.036
H 2.26424 0.59296 -5.07703 0.006 0.011 -0.016
H -5.09967 4.03683 1.36142 -0.003 0.001 -0.030
H -0.71085 -1.65954 2.86135 -0.023 -0.015 -0.031
H -0.37296 2.15760 -2.79619 -0.010 -0.004 0.014
H 5.16745 -1.29304 1.96528 -0.014 0.025 -0.006
H 2.03214 4.15931 -2.10367 0.034 0.002 -0.022
H -3.65066 -3.88772 -1.30362 0.021 -0.011 -0.025
H 1.70173 4.24187 -0.37091 0.000 0.027 0.020
H 0.95736 -5.73101 -0.89667 0.016 -0.021 0.013
H 4.57906 -5.01881 1.95685 0.005 -0.003 -0.022
H -4.18299 6.93460 2.02564 -0.013 0.007 0.014
H 5.15520 -4.66926 3.58434 0.022 -0.002 0.015
H 4.15119 -4.05111 -1.98801 0.009 0.031 -0.008
H -3.12188 -2.89168 0.87215 0.062 0.047 0.036
H -3.82728 -1.25726 -2.82057 0.032 0.020 -0.018
H -0.12425 -4.64302 -1.77804 0.011 0.014 0.007
H -1.23298 0.47168 2.93676 -0.069 -0.013 -0.044
H -4.93062 -2.17073 -1.77233 0.002 0.007 -0.021
H 6.17564 -2.54140 2.70454 0.021 0.004 0.026
H -4.51625 -1.91710 0.49792 0.038 -0.020 -0.020
H 3.44470 -5.01665 3.30791 -0.025 -0.002 0.016
H 1.51996 -1.97578 3.18402 -0.002 0.005 0.033
H -5.40268 4.99454 2.81767 -0.009 0.025 0.026
H 0.35829 5.75848 -2.72459 0.007 0.013 -0.016
H 4.36204 0.70439 -3.70635 0.002 0.003 0.005
H -3.20197 -0.89120 2.30512 0.042 -0.022 -0.003
H 3.30525 -5.26365 -2.94226 0.000 -0.014 -0.014
H 0.14786 -0.04716 -3.95756 -0.013 0.010 -0.017
H 3.83958 -3.85199 0.15700 0.065 -0.032 -0.022
H 2.03732 -0.42195 -0.29674 -0.013 0.076 0.035
H 2.57288 -2.41302 -3.12345 -0.007 0.020 -0.007
H -3.33240 0.17671 0.90535 0.055 -0.095 0.010
H -4.53167 -0.50034 -1.37516 -0.007 0.013 0.006
H -1.76268 5.69791 3.54179 0.021 0.020 -0.011
H 0.25513 3.53803 -3.70075 0.010 0.008 -0.015
H -2.58698 2.44662 2.93116 -0.006 -0.005 0.033
H -2.48771 -3.28208 -2.49993 0.022 0.023 -0.026
H -1.84410 5.36758 -0.07872 0.003 0.061 0.005
```
Forces are in eV/Å.

Results
E_HOMO (alpha / beta) = -10.56 / -10.75 eV
2S+1 = 4
F_max = 0.032 hartree/bohr
Energy relative to the best compared isomer or geometry (same formula, charge and spin) = 2.1589 eV
Net charge = +1
<S²> = 3.773
Frontier orbital gap (alpha / beta) = 7.5297 / 7.0658 eV

These are the Löwdin partial charges, in e, on atoms 1 to 8: atom 1 (Re): 1.73, atom 2 (Cl): 0.75, atom 3 (S): 0.85, atom 4 (O): -0.33, atom 5 (O): -0.30, atom 6 (O): -0.46, atom 7 (N): -0.54, atom 8 (N): -0.09

---

Record 2
The following is a quantum chemistry calculation of C39H61AsCaN7OP2Si2 as an isolated structure in a non-equilibrium geometry, from the OMol25 dataset.

The geometry in XYZ format:
```
114
Properties=species:S:1:pos:R:3:forces:R:3
As 2.93191 -0.13262 -3.68376 0.417 0.219 0.187
Ca -0.73118 -0.02411 -0.20966 -0.069 -0.648 0.311
P -1.31033 3.23894 3.28394 -2.198 0.925 -2.354
P -0.99769 -0.31082 2.96413 -1.760 0.146 0.007
Si 4.62318 1.50878 -3.53376 -0.266 -0.287 0.326
Si 4.48376 -1.79537 -4.18657 0.008 0.323 0.110
O -1.37928 1.63670 -1.34889 0.604 3.696 -0.843
N 2.44886 0.72707 1.13911 0.348 1.380 0.569
N -0.08236 3.56567 -1.47681 -1.522 -0.810 0.367
N 0.19870 2.80993 5.30989 0.550 -0.933 1.815
N -1.15745 -1.88781 -1.58266 -0.431 -0.911 -0.178
N -3.75108 -5.64002 -4.04641 0.254 0.431 -0.167
N 0.48389 -0.01991 5.07301 -0.786 2.304 0.588
N -2.58308 -4.51009 -5.64607 0.181 -0.779 1.882
C -4.95494 -7.66696 -6.88614 1.235 0.022 0.718
C -3.32689 -1.88016 3.38114 -1.155 1.046 -0.312
C 2.07671 -0.04979 6.92833 -1.076 2.334 0.369
C 2.78284 0.64446 7.88350 0.756 0.040 -1.460
C 6.05009 -1.29541 -5.21918 -0.722 0.779 0.821
C -1.17918 2.85037 -1.79189 0.877 -2.328 0.623
C 0.00145 4.07202 2.30657 0.434 0.324 -0.038
C 3.59475 -2.95709 -5.39869 -0.651 1.036 -0.583
C -3.65098 0.58629 3.06136 0.552 0.496 -1.032
C -2.81883 -0.36952 5.25702 0.606 -0.812 0.586
C 4.59098 2.64246 -5.05405 0.703 1.263 0.914
C 0.98297 2.12157 6.19847 0.026 -2.615 0.520
C -3.40198 -5.44270 -6.28002 -0.212 0.645 3.040
C -1.52034 -2.66776 -3.79687 0.240 -1.552 1.134
C -0.37777 0.73005 4.33032 2.145 -1.396 0.257
C -4.95723 -7.21925 -5.55152 -0.635 -0.974 -1.653
C -2.73645 -4.71291 -4.31562 -1.928 0.083 -1.991
C -0.57969 2.14310 4.46447 3.031 -0.218 1.044
C -2.11615 4.62252 4.26293 0.996 -0.036 0.108
C 2.69433 2.05239 7.96240 -0.418 0.742 0.382
C 5.16473 -2.63264 -2.59586 0.015 -0.559 0.127
C -0.30816 -1.96288 3.29222 0.067 -0.344 0.249
C -3.38644 -5.91499 -7.56213 1.406 1.945 -0.164
C -1.88761 -2.92918 -1.14406 0.134 -0.052 0.638
C 3.96939 2.50942 -2.04102 -0.719 0.701 0.132
C 1.55216 0.47736 0.44638 0.956 0.017 0.635
C -2.74865 -0.45461 3.71457 -0.485 -1.014 -0.210
C -0.97595 -1.77564 -2.92851 -0.545 -0.161 1.381
C -4.16566 -6.11409 -5.31088 0.492 -0.001 1.950
C -2.53614 -3.86317 -1.94331 1.520 0.048 -0.028
C -2.20209 -3.81276 -3.29380 -0.862 1.243 -1.063
C 6.44971 1.10495 -3.03912 -0.089 -0.366 1.078
C -2.13420 3.37545 -2.79365 0.884 0.413 -1.729
C 1.77107 2.75329 7.21692 -0.223 -0.549 -0.932
C -1.08048 5.53380 5.04254 -0.193 -0.072 -1.091
C -2.99468 3.86603 5.25766 -0.157 0.940 0.220
C -2.99450 5.50608 3.26773 -0.664 -1.192 -0.043
C 1.10305 0.62460 6.12514 0.055 1.979 -1.221
C -4.01855 -7.06310 -7.79630 -1.561 -2.658 -1.887
H -4.64192 0.55013 3.42461 -1.183 -0.240 0.777
H -3.35021 1.63989 3.07017 0.342 -0.399 0.503
H -3.46437 -2.05125 2.27940 0.297 -0.006 0.954
H -3.72050 -7.57878 -8.74378 -1.026 0.439 0.720
H -2.28014 -1.26675 5.69050 -0.669 0.885 -0.307
H 5.53910 3.23965 -5.01466 -0.505 -0.504 -0.422
H -1.86917 -3.12794 -0.05971 -0.307 0.495 -0.379
H 2.68856 -3.42923 -5.00003 0.510 -0.524 0.111
H -0.27650 5.91988 4.38034 -0.513 -0.289 0.237
H -2.39077 6.29241 2.85088 0.325 0.440 -0.102
H 4.40135 2.24859 -6.04874 0.151 -0.221 0.122
H 0.76732 -1.98118 3.04143 -0.300 0.115 0.902
H 6.61380 1.32170 -1.95199 -0.351 0.272 -0.707
H 6.67501 0.02689 -3.04294 0.013 0.408 -0.532
H -3.63706 4.62482 5.65269 -0.504 0.457 0.822
H -0.51403 4.58968 1.48041 -0.008 -0.508 0.090
H 4.40385 -3.08748 -1.92182 0.195 0.073 -0.767
H -1.60735 6.40855 5.38746 -0.314 0.391 0.268
H 6.96106 -1.47294 -4.63971 -0.048 0.072 -0.194
H -4.24914 -5.77265 -3.13343 0.913 0.093 -1.599
H -4.33188 -1.88949 3.84713 0.181 0.058 -0.519
H -2.33458 4.46678 -2.76051 -0.009 -0.815 0.225
H -3.41218 4.93753 2.36831 0.565 0.392 1.316
H 4.55893 3.31800 -1.57261 -0.003 -0.130 -0.494
H 0.57687 4.89013 2.76672 0.107 -0.655 0.267
H 3.81258 1.75811 -1.25704 -0.125 0.055 -0.136
H 3.12814 -2.27626 -6.16997 0.766 -0.388 0.603
H -1.29344 -2.65738 -4.82416 0.090 0.251 -1.106
H 5.86939 -3.43290 -2.94243 -0.340 0.539 0.591
H -3.67669 3.19498 4.78876 -0.378 -0.803 -0.581
H -2.77834 -5.33557 -8.24606 0.152 -0.605 -0.380
H 1.61511 3.80409 7.30294 0.300 0.700 0.169
H -5.51298 -8.57688 -7.16069 0.451 0.609 0.086
H -2.31575 0.49790 5.70947 -0.439 -0.098 -0.279
H 6.02085 -1.96059 -6.06331 0.233 -0.151 -0.586
H -0.05723 4.50125 -1.84044 0.354 0.190 0.066
H -0.34729 -0.96676 -3.20291 0.480 0.648 -0.653
H -2.97717 2.73207 -2.72845 -1.118 0.019 0.165
H 3.38951 2.61337 8.61458 -0.654 -0.460 -0.277
H 0.49331 3.32142 -0.67183 -0.066 0.042 -0.591
H -0.57853 5.06968 5.89191 -0.358 -0.219 -0.215
H -3.03569 -4.68843 -1.45263 -0.104 0.024 -0.214
H 4.30434 -3.59536 -5.93683 -0.424 -0.376 0.258
H -3.88387 5.98120 3.76881 0.985 -0.500 -0.198
H -5.45966 -7.81255 -4.78119 0.046 0.534 -0.212
H 2.28265 -1.04314 6.72817 0.155 -1.942 -0.246
H 3.63540 0.15240 8.33737 -0.304 -0.058 0.404
H -2.49742 3.36116 6.08806 0.246 0.132 -0.240
H 0.65841 3.28087 1.90677 -0.040 0.451 0.011
H -1.74150 3.15359 -3.84155 -0.093 0.311 1.294
H 3.82782 3.40869 -4.82939 -0.050 -0.342 -0.218
H 6.02380 -0.23045 -5.55559 0.091 -0.877 0.150
H -2.84920 -2.70208 3.89515 0.615 -0.128 -0.242
H 2.96286 2.92492 -2.34291 0.805 -0.375 0.401
H 3.05102 1.32415 1.74085 -0.523 -1.188 -0.913
H 7.21750 1.67600 -3.58446 -0.308 -0.331 -0.020
H -3.75781 0.40300 1.99353 0.107 -0.326 -0.328
H 5.67262 -1.92682 -1.90310 0.037 -0.221 -0.780
H -0.70448 -2.69818 2.58628 -0.462 0.245 -0.060
H -0.62945 -2.27184 4.31623 0.986 0.075 -0.745
H -3.88345 -0.39847 5.60343 0.866 0.014 -0.374
```
Forces are in eV/Å.

Results
E_HOMO = -6.71 eV
F_max = 0.075 hartree/bohr
Energy relative to the best compared isomer or geometry (same formula, charge and spin) = 4.4408 eV
Net charge = +1
Frontier orbital gap = 3.3316 eV

These are the Löwdin partial charges, in e, on atoms 1 to 8: atom 1 (As): 0.50, atom 2 (Ca): 1.21, atom 3 (P): 0.98, atom 4 (P): 0.95, atom 5 (Si): 0.11, atom 6 (Si): 0.09, atom 7 (O): -0.27, atom 8 (N): 0.14